# 1
{
  "formula": "C64H61AsCaNO2P4",
  "method": "ωB97M-V/def2-TZVPD",
  "elements": ["Ca", "C", "P", "C", "C", "C", "C", "C", "C", "C", "C", "C", "C", "C", "C", "C", "C", "C", "C", "C", "P", "C", "C", "C", "C", "C", "C", "C", "C", "C", "C", "C", "C", "N", "H", "H", "H", "H", "H", "H", "H", "H", "H", "H", "H", "H", "H", "H", "H", "H", "H", "H", "H", "H", "H", "H", "H", "H", "H", "H", "O", "P", "C", "P", "O", "C", "C", "C", "C", "C", "C", "C", "C", "C", "C", "C", "C", "C", "C", "C", "C", "C", "C", "C", "C", "C", "C", "C", "C", "H", "H", "H", "H", "H", "H", "H", "H", "H", "H", "H", "H", "H", "H", "H", "H", "H", "H", "H", "H", "H", "H", "C", "As", "C", "C", "C", "C", "C", "C", "C", "C", "H", "H", "H", "H", "H", "H", "H", "H", "H", "H", "H", "H", "H"],
  "xyz": [[0.45884, 0.54249, -0.28372], [1.33037, -1.44120, -2.93623], [1.04494, -3.31158, -2.95888], [-0.30191, -3.63018, -1.74296], [-0.81736, -2.74334, -0.80373], [-1.75227, -3.16705, 0.13537], [-2.18021, -4.48313, 0.15508], [-1.67526, -5.38031, -0.77842], [-0.75377, -4.95442, -1.71733], [0.12489, -3.71840, -4.49335], [-1.13406, -3.21646, -4.81486], [-1.72654, -3.55927, -6.02093], [-1.10762, -4.45939, -6.87783], [0.11281, -5.01746, -6.53326], [0.73084, -4.63653, -5.35151], [0.30218, -0.41985, -3.29732], [-0.16202, -0.08294, -4.55232], [-1.12218, 0.93175, -4.36723], [-1.17832, 1.18752, -3.01078], [-2.01100, 2.23912, -2.35126], [-3.83849, 1.92830, -1.99637], [-3.88123, 0.76344, -0.57710], [-5.12810, 0.21099, -0.26400], [-5.30312, -0.57024, 0.86430], [-4.23393, -0.80288, 1.72123], [-2.99725, -0.25735, 1.42866], [-2.82296, 0.51172, 0.28365], [-4.32938, 0.75626, -3.31788], [-5.05246, 1.27425, -4.38973], [-5.52795, 0.43908, -5.39040], [-5.30431, -0.92614, -5.30975], [-4.58372, -1.44946, -4.24410], [-4.08628, -0.61452, -3.25722], [-0.28770, 0.37798, -2.33929], [2.20108, -1.33247, -3.58796], [1.68155, -1.25230, -1.91410], [-0.49838, -1.70619, -0.79900], [-2.16611, -2.45699, 0.83875], [-2.90978, -4.80842, 0.88584], [-2.00240, -6.41219, -0.77283], [-0.36465, -5.65237, -2.45016], [-1.65398, -2.55881, -4.13358], [-2.67730, -3.12029, -6.29143], [-1.58861, -4.73840, -7.80683], [0.58082, -5.74845, -7.17997], [1.69489, -5.04964, -5.07824], [0.14247, -0.53017, -5.48556], [-1.69664, 1.43477, -5.13128], [-2.06294, 3.10171, -3.02010], [-1.55522, 2.59032, -1.42349], [-5.96291, 0.38310, -0.93391], [-6.27490, -0.99089, 1.08893], [-4.36738, -1.39725, 2.61692], [-2.16283, -0.42125, 2.10129], [-1.84910, 0.94430, 0.07375], [-5.24861, 2.34003, -4.42113], [-6.09004, 0.85274, -6.21789], [-5.69943, -1.58462, -6.07333], [-4.41016, -2.51650, -4.17796], [-3.52203, -1.03715, -2.43435], [0.14119, 2.60928, 0.29841], [-0.31544, 3.38974, 1.49463], [0.54797, 2.85912, 3.03234], [1.28761, 1.17530, 2.96154], [1.48474, 0.68787, 1.55864], [2.89190, 1.39082, 3.75448], [3.29298, 0.75779, 4.92378], [4.59946, 0.90724, 5.36653], [5.49722, 1.67992, 4.64583], [5.09920, 2.31105, 3.47360], [3.79736, 2.16739, 3.02786], [0.25403, 0.03393, 3.88823], [-0.21868, 0.32990, 5.16628], [-0.98854, -0.59801, 5.84773], [-1.29237, -1.81749, 5.25381], [-0.82535, -2.11495, 3.98135], [-0.04523, -1.19332, 3.29972], [-2.08447, 3.32060, 1.81300], [-2.88878, 3.99395, 0.89127], [-4.26147, 4.01167, 1.05291], [-4.83497, 3.36512, 2.14084], [-4.03745, 2.70525, 3.06309], [-2.66103, 2.68228, 2.90405], [0.04214, 5.13994, 1.29040], [0.78457, 5.54409, 0.18549], [1.01818, 6.89464, -0.02681], [0.50824, 7.83195, 0.85925], [-0.23367, 7.42726, 1.96282], [-0.47198, 6.08167, 2.17978], [-0.11122, 2.94884, 3.89601], [1.37582, 3.55631, 3.16957], [2.59738, 0.13652, 5.47506], [4.91933, 0.41209, 6.27351], [6.51574, 1.78750, 4.99480], [5.80269, 2.90494, 2.90475], [3.47995, 2.63546, 2.10125], [0.02510, 1.27799, 5.63423], [-1.35179, -0.37519, 6.84196], [-1.89181, -2.54115, 5.79033], [-1.06467, -3.06324, 3.51739], [0.34390, -1.43392, 2.31575], [-2.43097, 4.50492, 0.05118], [-4.88383, 4.52890, 0.33572], [-5.90865, 3.38164, 2.27338], [-4.48735, 2.20238, 3.90897], [-2.04963, 2.15754, 3.63000], [1.16182, 4.79962, -0.50464], [1.59006, 7.21446, -0.88744], [0.68053, 8.88586, 0.68570], [-0.63488, 8.16259, 2.64726], [-1.06573, 5.75778, 3.02747], [2.93091, -3.76300, 0.10213], [2.69907, -1.87266, 0.56681], [3.69173, -1.96406, 2.25334], [4.10434, -1.08088, -0.62417], [5.50147, -1.22450, -0.11973], [6.27741, -2.32323, -0.48234], [7.56539, -2.47624, 0.00973], [8.09503, -1.53664, 0.88208], [7.33452, -0.43383, 1.24290], [6.05227, -0.27876, 0.74137], [3.96363, -4.07987, 0.24837], [2.63692, -3.93673, -0.93263], [2.28060, -4.36203, 0.74037], [4.67913, -2.38343, 2.06882], [3.15668, -2.61052, 2.95067], [3.80816, -0.98121, 2.70441], [3.84561, -0.02813, -0.76217], [3.99344, -1.59240, -1.58053], [5.87585, -3.05654, -1.17265], [8.15960, -3.32771, -0.29538], [9.09593, -1.66180, 1.27352], [7.74221, 0.31254, 1.91389], [5.46808, 0.59246, 1.01528]],
  "orbital_gap_ev": 6.08,
  "charge": 1,
  "e_homo_ev": -8.40,
  "molar_mass_da": 1115.093,
  "e_above_lowest_ev": 0.687,
  "largest_force_ha_per_bohr": 0.026
}

# 2
{
  "formula": "C7H10",
  "method": "ωB97M-V/def2-TZVPD",
  "elements": ["C", "C", "C", "C", "C", "C", "C", "H", "H", "H", "H", "H", "H", "H", "H", "H", "H"],
  "xyz": [[0.75885, 1.24535, -2.81090], [-0.07706, 0.70128, -1.92714], [0.36664, -0.06648, -0.72047], [1.50942, -0.75965, -0.70570], [-0.62136, -0.04039, 0.36434], [-0.32869, -0.35941, 1.63202], [-1.22995, -0.42824, 2.81654], [0.39406, 1.82354, -3.64799], [1.82236, 1.08939, -2.70813], [-1.15110, 0.83168, -1.96638], [2.22221, -0.71402, -1.51908], [1.76045, -1.52597, 0.01537], [-1.67069, 0.01320, 0.08052], [0.74622, -0.41716, 1.81566], [-2.04356, 0.27821, 2.62769], [-1.66105, -1.43534, 2.86163], [-0.79676, -0.23599, 3.79202]],
  "orbital_gap_ev": 9.01,
  "charge": 0,
  "e_homo_ev": -8.41,
  "molar_mass_da": 94.157,
  "e_above_lowest_ev": 1.949,
  "largest_force_ha_per_bohr": 0.036
}

# 3
{
  "formula": "C3H8N4",
  "method": "ωB97M-V/def2-TZVPD",
  "elements": ["H", "N", "C", "C", "C", "N", "N", "N", "H", "H", "H", "H", "H", "H", "H"],
  "xyz": [[-1.86418, -2.45532, -0.18224], [-1.91605, -1.42695, -0.08149], [-0.79838, -0.77204, -0.00661], [0.59980, -1.26096, 0.24624], [1.82131, -0.63178, 0.02312], [1.83341, 0.63033, -0.25156], [-1.10174, 0.56706, -0.49696], [-0.94304, 1.78449, 0.28072], [0.59865, -2.27401, 0.46904], [2.82304, -1.34494, -0.35389], [1.10279, 1.13791, 0.45656], [2.76143, 1.21382, -0.32243], [-2.10939, 0.50460, -0.58944], [-1.54294, 1.70845, 1.07344], [-1.26472, 2.61934, -0.26448]],
  "orbital_gap_ev": 8.70,
  "charge": 0,
  "e_homo_ev": -7.87,
  "molar_mass_da": 100.125,
  "e_above_lowest_ev": 4.032,
  "largest_force_ha_per_bohr": 0.141
}

# 4
{
  "formula": "C6H15B3ClINO5S",
  "method": "ωB97M-V/def2-TZVPD",
  "elements": ["C", "N", "C", "B", "O", "B", "O", "B", "C", "C", "C", "C", "S", "O", "O", "Cl", "O", "H", "H", "H", "H", "H", "H", "H", "H", "H", "H", "H", "H", "H", "H", "H", "I"],
  "xyz": [[6.39869, 0.36333, -1.04297], [5.00402, -0.15967, -0.77739], [4.52773, 0.28491, 0.56064], [2.94299, 0.08713, 0.82138], [2.48665, 0.27548, 2.20083], [1.92094, -1.03412, 2.51972], [0.69446, -1.34676, 1.80705], [0.71816, -0.72232, 0.49063], [-0.66052, -0.52336, -0.36357], [-1.96190, -0.34251, 0.55120], [-3.30192, -0.25758, -0.37389], [-4.22492, 1.00971, -0.01353], [-5.96632, 0.56230, -0.66226], [-6.89099, 1.76190, -0.69182], [-5.76642, -0.03259, -2.13759], [-6.87914, -1.01611, 0.59817], [1.96001, -0.28532, -0.15148], [6.42185, 1.04234, -1.97337], [6.78560, 0.98487, -0.15905], [7.06428, -0.56107, -1.21239], [4.37846, 0.12636, -1.53768], [5.07937, -0.34478, 1.35221], [4.78201, 1.38774, 0.78360], [2.46704, -1.77535, 3.25733], [-0.57608, 0.41488, -1.02477], [-0.82458, -1.43262, -1.05339], [-1.93443, 0.60434, 1.18857], [-2.14942, -1.24221, 1.24618], [-3.96660, -1.18454, -0.24689], [-2.95001, -0.11753, -1.45731], [-4.25501, 1.26229, 1.09812], [-3.88142, 1.89976, -0.65235], [-7.44258, 0.31110, -2.94394]],
  "orbital_gap_ev": 3.36,
  "charge": -1,
  "e_homo_ev": -1.47,
  "molar_mass_da": 408.048,
  "largest_force_ha_per_bohr": 0.114
}

# 5
{
  "formula": "C4H11NS",
  "method": "ωB97M-V/def2-TZVPD",
  "elements": ["C", "S", "C", "C", "C", "N", "H", "H", "H", "H", "H", "H", "H", "H", "H", "H", "H"],
  "xyz": [[-3.20186, 0.63085, -0.01116], [-2.17862, -0.72986, 0.66836], [-0.62521, 0.03874, 0.15961], [0.47110, -1.06065, 0.08062], [1.86123, -0.29488, -0.40855], [2.93279, -0.01941, 0.60629], [-3.24334, 1.49543, 0.72280], [-2.64858, 0.93601, -0.98095], [-4.14339, 0.27217, -0.20234], [-0.53865, 0.82474, -0.66062], [-0.34636, 0.62614, 1.08973], [0.67189, -1.50973, 0.99097], [0.45025, -1.70740, -0.75094], [1.44806, 0.66855, -0.91086], [2.21680, -0.85016, -1.22114], [3.09213, 1.02765, 0.73343], [3.78176, -0.34818, 0.09476]],
  "orbital_gap_ev": 9.34,
  "charge": 0,
  "e_homo_ev": -8.35,
  "molar_mass_da": 105.206,
  "e_above_lowest_ev": 1.779,
  "largest_force_ha_per_bohr": 0.101
}

# 6
{
  "formula": "C35H36CrN7O2",
  "method": "ωB97M-V/def2-TZVPD",
  "elements": ["Cr", "C", "C", "C", "N", "C", "C", "C", "C", "C", "C", "C", "N", "C", "C", "C", "N", "C", "C", "C", "C", "C", "C", "C", "N", "C", "C", "H", "H", "H", "H", "H", "H", "H", "H", "H", "H", "H", "H", "H", "H", "H", "H", "H", "H", "H", "H", "H", "H", "H", "H", "H", "H", "O", "C", "C", "C", "C", "C", "C", "C", "O", "N", "N", "C", "C", "C", "C", "C", "C", "N", "H", "H", "H", "H", "H", "H", "H", "H", "H", "H"],
  "xyz": [[-0.22124, -0.07155, 0.08917], [0.86523, 2.95560, -1.36296], [-0.19865, 2.76542, -2.44179], [-1.25085, 1.66424, -2.18000], [-1.42372, 1.25674, -0.79631], [-2.31140, 1.82755, 0.00011], [-2.95454, 3.03806, -0.33588], [-3.95986, 3.74896, 0.29233], [-4.65574, 3.48614, 1.46020], [-4.45009, 2.39271, 2.28744], [-3.55750, 1.34352, 2.19642], [-2.56759, 1.03488, 1.23717], [-1.79934, -0.03245, 1.31868], [-2.06615, -1.17384, 2.16120], [-1.94226, -2.47593, 1.33962], [-2.15006, -2.33053, -0.16866], [-1.03195, -1.65082, -0.79968], [-0.59736, -1.96194, -1.99444], [-1.31963, -2.81077, -2.87701], [-0.95401, -3.42977, -4.04987], [0.25125, -3.40711, -4.74272], [1.33750, -2.61908, -4.41627], [1.50437, -1.67689, -3.41424], [0.66018, -1.25783, -2.36294], [0.95470, -0.22590, -1.58367], [2.02571, 0.65811, -2.01465], [2.08621, 2.01477, -1.32161], [0.36912, 2.93125, -0.39438], [1.25459, 3.97154, -1.46616], [0.25634, 2.57569, -3.41822], [-0.71693, 3.72263, -2.54420], [-0.98095, 0.76155, -2.73090], [-2.21662, 1.98534, -2.58391], [-2.58814, 3.49476, -1.24506], [-4.24132, 4.66351, -0.22066], [-5.41372, 4.19805, 1.75814], [-5.08198, 2.35643, 3.16977], [-3.60439, 0.65394, 3.02772], [-3.06221, -1.11756, 2.60510], [-1.34816, -1.19886, 2.98765], [-2.68808, -3.18516, 1.70525], [-0.96640, -2.93426, 1.49441], [-3.08087, -1.78937, -0.38140], [-2.25159, -3.33760, -0.58167], [-2.33827, -3.00169, -2.56819], [-1.73292, -4.04536, -4.48918], [0.33363, -4.03260, -5.62136], [2.20302, -2.72984, -5.06232], [2.47011, -1.19274, -3.42530], [1.93205, 0.80784, -3.09878], [3.00213, 0.17559, -1.86295], [2.93430, 2.52251, -1.79300], [2.37055, 1.87490, -0.27776], [2.83153, 0.46006, 4.64472], [2.33509, 1.68702, 4.40935], [2.62261, 2.68360, 5.34375], [2.13234, 3.96119, 5.17471], [1.34513, 4.28152, 4.07151], [1.06538, 3.30137, 3.14259], [1.55088, 1.99989, 3.28681], [1.21597, 1.00791, 2.23854], [0.55008, 1.40005, 1.22523], [1.66287, -0.21787, 2.39821], [1.30393, -1.04236, 1.32837], [2.13263, -1.99302, 1.14132], [2.02445, -3.04872, 0.11429], [3.16009, -3.32733, -0.64272], [3.08755, -4.32579, -1.59807], [1.89878, -5.02140, -1.73989], [0.83762, -4.69498, -0.90720], [0.88858, -3.73260, 0.00676], [2.51523, -0.12736, 3.91742], [3.23116, 2.41983, 6.19728], [2.36323, 4.71920, 5.91196], [0.95787, 5.28225, 3.94507], [0.45828, 3.51721, 2.27384], [3.03162, -2.00826, 1.75919], [4.07093, -2.76612, -0.48629], [3.94487, -4.55645, -2.21680], [1.79028, -5.80945, -2.47106], [-0.09545, -5.24214, -0.97119]],
  "spin_multiplicity": 4,
  "orbital_gap_ev": [6.97, 6.92],
  "charge": 0,
  "e_homo_ev": [-6.92, -7.09],
  "molar_mass_da": 638.716,
  "largest_force_ha_per_bohr": 0.005
}